Entry from the OMol25 dataset: a cluster of 8 separate species, C29H81N9O8 in total at a distorted geometry (wB97M-V/def2-TZVPD).

Geometry as XYZ:
```
127
Properties=species:S:1:pos:R:3:forces:R:3
C 24.125313 29.427741 21.382916 -1.2 0.8 -0.8
C 23.653786 28.002724 21.449909 1.2 -2.2 0.5
C 22.966707 27.400025 20.239976 -1.9 2.1 0.0
O 22.200739 26.263504 20.613863 0.8 0.1 -0.2
C 21.714865 25.571904 19.488724 1.5 -1.6 0.1
N 24.819372 27.084368 21.730959 -0.7 0.7 0.5
H 24.449890 29.719943 20.382091 0.4 -0.2 0.1
H 24.867002 29.712495 22.126120 0.1 -0.3 0.0
H 23.252932 30.068088 21.548962 0.0 0.1 0.1
H 23.002630 27.831577 22.314923 -0.5 0.6 -0.3
H 23.607188 27.315065 19.358721 0.4 -0.7 0.3
H 22.189214 28.119893 19.932873 0.2 0.3 -0.2
H 21.115929 26.131895 18.768880 -0.4 0.1 0.4
H 21.325008 24.632454 19.877755 -1.1 0.4 -0.1
H 22.551880 25.143467 18.917352 0.2 0.5 -0.3
H 25.117042 27.449413 22.635098 0.6 -0.4 0.0
H 24.331498 26.225834 21.983156 0.4 -0.3 -0.1
C 17.755498 26.763829 14.927699 -0.1 -0.1 0.1
C 18.249219 25.715135 15.948576 -0.7 0.1 -1.0
C 18.229034 26.323824 17.394362 0.1 -0.7 -1.4
O 18.040975 25.259524 18.297869 0.9 -0.3 0.8
C 18.199022 25.656792 19.653669 -0.6 1.8 -0.3
N 17.284721 24.582024 15.874576 -0.2 0.8 1.8
H 17.976337 27.806659 15.168315 0.5 -0.1 -0.1
H 16.665722 26.722111 14.896143 0.0 -0.2 0.2
H 18.085124 26.504201 13.921910 0.2 0.2 0.0
H 19.258935 25.366423 15.711515 0.1 0.3 0.0
H 17.439625 27.078786 17.471976 -0.1 -0.1 0.2
H 19.199845 26.801063 17.556601 0.0 0.1 0.1
H 19.006536 26.379097 19.814427 0.6 -0.5 -0.3
H 18.321141 24.839280 20.355963 -0.3 -0.3 -0.3
H 17.345637 26.318352 19.848398 -0.4 -0.5 0.7
H 17.291646 24.345560 16.858884 -0.8 -1.0 -0.1
H 17.423951 23.737907 15.342190 0.9 0.3 -0.4
C 22.963314 27.602277 13.358460 -0.9 0.5 -0.6
C 22.592043 26.930161 14.665611 0.3 -0.9 -0.3
C 21.454961 27.576963 15.432358 0.0 0.0 1.6
O 21.752519 28.880805 15.895733 -0.7 0.8 -0.9
C 20.687836 29.381767 16.689836 1.2 0.9 0.9
N 22.069909 25.575621 14.362125 0.7 -0.6 0.2
H 22.052793 28.021220 12.918051 0.0 0.0 -0.1
H 23.323819 26.853518 12.652368 0.2 0.0 0.1
H 23.674270 28.426775 13.385374 0.1 -0.1 0.4
H 23.526844 26.751290 15.208235 -0.2 0.7 0.6
H 21.187015 27.072117 16.377251 0.5 -0.9 -0.2
H 20.508440 27.475411 14.885588 0.3 0.5 -0.6
H 20.751969 30.467781 16.804353 0.1 0.1 -0.9
H 20.906264 29.154963 17.741503 -0.6 -1.0 0.1
H 19.682580 29.126749 16.360078 0.1 -0.3 0.0
H 22.310253 25.012590 15.179504 -0.8 -0.1 0.3
H 22.741249 25.133601 13.734603 -0.2 0.2 -0.5
C 25.870082 21.014846 14.819260 0.8 0.3 -0.7
C 24.422013 21.130281 14.351741 -0.2 -0.4 3.1
C 23.622800 19.997411 15.039097 -0.5 -0.1 -1.5
O 23.775454 19.987511 16.435441 0.6 -0.3 0.0
C 22.903610 19.057161 17.042997 0.2 0.0 0.4
N 23.906183 22.404951 14.906422 -0.3 -0.5 -0.4
H 26.075991 21.300715 15.851919 -0.7 0.3 0.1
H 26.432936 21.725736 14.210773 0.4 -0.3 0.0
H 26.282766 20.004485 14.786088 0.0 0.0 -0.6
H 24.278584 21.058214 13.275191 0.2 0.0 0.0
H 23.884036 19.028104 14.595625 0.2 -0.1 0.2
H 22.561123 20.152792 14.793893 -0.1 0.0 0.0
H 23.235616 18.921139 18.074294 -0.2 0.4 0.1
H 22.942954 18.038386 16.647848 0.0 0.2 -0.6
H 21.908805 19.504646 16.997652 -0.3 -0.7 0.1
H 22.900487 22.272747 15.000685 -0.2 0.6 -0.4
H 24.125634 22.341811 15.897767 0.4 0.4 0.0
C 21.728601 22.513934 11.018150 -0.9 0.5 1.1
C 21.527470 21.088545 11.613465 0.5 1.0 -1.2
C 20.035336 20.704703 11.772142 1.5 -1.1 -0.1
O 19.321952 21.480446 12.710151 -0.1 -0.3 -0.2
C 19.642019 21.067438 14.038380 0.0 1.3 0.7
N 22.295342 20.202855 10.681953 -0.2 -0.1 0.5
H 20.883294 22.862393 10.419258 -0.2 -0.1 0.3
H 22.578934 22.636535 10.347580 0.3 -0.4 0.3
H 21.872443 23.176477 11.874978 -0.2 0.5 -0.3
H 22.009577 21.092856 12.592387 0.1 -0.4 0.0
H 19.931517 19.681169 12.144806 0.5 -0.3 -0.4
H 19.716159 20.668189 10.726747 -1.2 0.7 0.3
H 18.781936 21.185832 14.700906 -0.3 0.0 -0.4
H 20.377202 21.765698 14.449615 0.3 -0.2 0.0
H 19.994682 20.047275 14.199728 0.1 -0.2 -0.7
H 23.189296 20.688486 10.681447 0.4 -0.6 0.2
H 22.025693 20.459075 9.732802 -0.6 -0.3 0.0
C 28.929384 24.608469 19.722418 0.6 0.5 -0.2
C 27.670025 24.031036 19.070915 0.1 0.8 1.4
C 27.410101 24.770142 17.744024 -0.3 -0.3 0.1
O 26.332325 24.236273 16.987449 0.4 -0.2 0.1
C 25.073395 24.665882 17.432509 -0.9 -0.1 -0.6
N 27.715128 22.578638 19.012937 -0.2 -0.6 -1.9
H 29.623999 23.819081 20.010114 0.0 0.0 -0.2
H 28.811226 25.236345 20.606888 -0.6 -0.2 0.1
H 29.427612 25.293679 19.029147 0.3 -0.3 -0.1
H 26.871394 24.173252 19.806245 -0.3 0.6 -0.5
H 28.306144 24.708193 17.122326 0.0 -0.2 -0.1
H 27.221418 25.837195 17.897164 0.1 0.1 0.4
H 24.317011 24.365781 16.702044 0.3 -0.1 -0.2
H 25.008099 25.758337 17.444370 0.1 0.1 0.5
H 24.731325 24.180158 18.351741 0.4 0.4 0.4
H 27.038133 22.400618 18.261436 -0.5 -0.5 0.5
H 28.532776 22.226566 18.510460 0.5 0.4 0.4
C 17.450120 22.951691 22.591572 1.4 1.8 0.1
C 17.797264 21.473651 22.542907 -0.8 1.6 0.0
C 19.088022 21.157626 21.773049 -1.2 -1.5 -0.2
O 19.031336 21.486148 20.407998 0.5 1.0 -0.7
C 18.066083 20.840333 19.611225 -0.5 -0.3 -0.1
N 17.834291 20.912774 23.889696 0.0 -0.4 -0.6
H 16.882734 23.282939 23.461008 -0.1 -0.4 0.1
H 16.989210 23.436075 21.727833 -0.4 -0.8 -0.2
H 18.385275 23.530789 22.604894 0.1 0.0 0.5
H 16.919270 21.109633 22.002373 0.4 -1.0 0.0
H 19.110727 20.059722 21.876368 0.4 -0.2 -0.3
H 20.046975 21.509588 22.151856 -0.3 0.6 0.3
H 18.217998 19.760312 19.685107 -0.3 -0.1 0.0
H 18.152628 21.135611 18.564732 0.6 0.1 0.1
H 17.039500 21.137301 19.839484 0.0 -0.2 0.5
H 18.316322 21.520897 24.540087 0.1 0.0 -0.1
H 18.366358 20.054432 23.789256 -0.1 -0.1 0.7
C 21.270984 22.650916 17.550579 1.0 0.0 0.7
O 21.721970 23.154592 16.528041 -0.7 -0.1 -0.1
N 21.938805 21.682202 18.262348 -0.8 0.6 -0.2
N 20.152707 23.053590 18.216540 0.1 0.4 -1.1
H 22.706591 21.166108 17.865815 0.1 0.3 0.3
H 21.580389 21.637958 19.196744 0.6 -0.9 0.3
H 19.798163 22.511747 18.986697 -0.2 0.1 0.1
H 19.568620 23.716181 17.728640 -0.2 0.0 0.4
```
Forces are in eV/Å.

Output
Orbital gap (eV): 9.2
Energy relative to the best compared isomer or geometry (same formula, charge and spin) (kJ/mol): 316.7
LUMO level (eV): 0.346
SMILES string: COC[C@H](C)N.COC[C@H](C)N.COC[C@H](C)N.COC[C@H](C)N.COC[C@H](C)N.COC[C@H](C)N.COC[C@H](C)N.NC(N)=O

Here are the Mulliken charges for atoms 1 to 99, given in e: -1.380 0.398 -0.427 -0.505 0.246 -0.749 0.276 0.378 0.354 0.296 0.242 0.156 0.094 0.301 -0.189 0.272 0.264 -1.793 1.309 -0.292 -0.401 -0.719 -0.735 0.274 0.575 0.320 -0.195 0.560 -0.149 0.382 -0.094 0.407 0.237 0.308 -1.592 1.052 0.664 -0.509 -0.252 -0.556 0.346 0.445 0.325 -0.012 -0.658 0.116 0.339 -0.034 0.121 -0.206 0.284 -1.259 0.118 -0.332 -0.422 -0.878 -0.188 0.097 0.396 0.391 0.236 0.609 0.022 0.243 0.346 0.327 -0.041 0.134 -1.296 2.686 -1.124 -0.411 -0.488 -0.835 0.332 0.469 0.163 -1.648 0.438 0.404 0.247 0.013 0.402 0.308 0.311 -1.250 0.812 -1.046 -0.344 -0.437 -0.772 0.355 0.287 0.353 0.057 0.424 0.386 -0.249 0.462